Density functional theory data (ωB97M-V with the def2-TZVPD basis set) for C11H17NS in the gas phase in a non-equilibrium geometry.

Each line ends with the natural charge from an NBO analysis.
CARTESIAN COORDINATES (ANGSTROEM)
N  -1.46762  -0.66601  -2.38006  -0.84
C  -1.64808  0.31644  -1.30654  -0.20
C  -0.60746  0.33556  -0.17708  -0.10
C  -0.21895  -1.11688  0.21243  -0.13
C  0.84395  -1.97066  -0.15057  -0.26
C  0.68624  -3.33371  0.24636  -0.27
C  -0.52200  -3.59963  0.70774  -0.41
S  -1.54464  -2.23411  0.81045  0.37
C  -0.97440  1.33552  0.97154  -0.39
C  0.26009  1.49035  1.87395  -0.40
C  1.43235  2.25266  1.21377  -0.40
C  1.87906  1.41898  -0.04238  -0.40
C  0.64485  0.95997  -0.91980  -0.40
H  -2.08455  -0.58977  -3.13127  0.37
H  -1.54273  -1.64617  -1.97280  0.36
H  -2.62770  0.21588  -0.71506  0.15
H  -1.86218  1.23734  -1.81427  0.20
H  1.65102  -1.83522  -0.74798  0.22
H  1.41925  -4.19740  0.05312  0.23
H  -0.92856  -4.64155  0.99111  0.24
H  -1.80361  1.01407  1.61934  0.22
H  -1.23406  2.26012  0.45404  0.21
H  0.57693  0.57863  2.13119  0.20
H  -0.02952  1.92825  2.83446  0.21
H  1.08438  3.26238  0.89482  0.19
H  2.38761  2.44361  1.79157  0.21
H  2.33283  0.51888  0.36926  0.20
H  2.49385  2.11042  -0.68679  0.21
H  0.37601  1.84088  -1.45777  0.20
H  1.02765  0.31118  -1.67277  0.22

Properties
Calculated total energy (hartree): -882.22542
LUMO level (Eh): 0.0284
Relative energy (zero: lowest compared OMol25 entry of this formula, charge and spin) (eV): 1.4437
Kohn-Sham gap (eV): 9.53
Total charge: 0
Maximum force (eV Å⁻¹): 4.14
Structure (SMILES): NCC1(c2cccs2)CCCCC1

---

Density functional theory data (ωB97M-V with the def2-TZVPD basis set) for 6 unconnected molecules or ions with the total composition C18H51N5O6 in a non-equilibrium geometry.

Each line ends with the Löwdin charge.
CARTESIAN COORDINATES (ANGSTROEM)
N  -0.82883  -1.53085  -0.27725  0.24
H  -0.97363  -0.57887  -0.64207  0.05
H  -0.26055  -2.11360  -0.92546  0.06
H  -1.76581  -1.97482  -0.12958  0.06
H  -0.39306  -1.42073  0.64921  0.07
C  -4.45878  -0.53037  -1.01771  -0.04
C  -4.44383  -1.79285  -0.12914  -0.75
O  -3.34332  -2.43771  -0.17556  -0.14
O  -5.43901  -2.07585  0.53784  -0.03
H  -4.27296  -0.77761  -2.06315  0.06
H  -3.68153  0.13299  -0.62860  0.03
H  -5.40755  0.00704  -0.98955  0.06
C  1.81118  0.76502  2.47718  -0.04
C  2.23617  -0.55638  1.80350  -0.40
C  3.49874  -1.16024  2.43502  -0.20
O  3.93828  -2.21442  1.60103  -0.21
C  4.85745  -3.07331  2.23553  -0.10
N  1.09963  -1.50186  1.95036  0.04
H  2.66324  1.44687  2.45493  0.08
H  1.42593  0.67983  3.49170  0.09
H  1.01880  1.17827  1.85472  0.05
H  2.39671  -0.39558  0.73601  0.13
H  3.25393  -1.51768  3.44126  0.13
H  4.26514  -0.38093  2.52766  0.13
H  5.86603  -2.68009  2.07800  0.09
H  4.82534  -4.04595  1.73484  0.08
H  4.63730  -3.30527  3.27980  0.09
H  1.08320  -1.73344  2.94498  0.09
H  1.47415  -2.39162  1.60834  0.05
C  -1.30088  0.26111  -3.21326  -0.05
C  -0.48447  1.32438  -2.46606  -0.38
C  -0.78940  2.71883  -3.09007  -0.21
O  -2.07782  3.08649  -2.66096  -0.22
C  -2.50584  4.37558  -3.08167  -0.08
N  -0.90282  1.33173  -1.03591  0.04
H  -1.06665  -0.73633  -2.83246  0.06
H  -1.13795  0.26157  -4.28924  0.08
H  -2.36234  0.35677  -2.98312  0.07
H  0.57599  1.07220  -2.47430  0.13
H  -0.64128  2.80037  -4.16983  0.13
H  -0.05190  3.40583  -2.64142  0.12
H  -3.54587  4.40896  -2.76721  0.09
H  -2.38761  4.52813  -4.15596  0.09
H  -1.92397  5.14337  -2.56133  0.09
H  -0.34527  2.10428  -0.66376  0.08
H  -1.81091  1.79671  -1.06846  0.06
C  1.42927  -4.49525  -0.08660  -0.05
C  1.82317  -3.45003  -1.11615  -0.43
C  3.14683  -3.85026  -1.77873  -0.19
O  3.76216  -2.82173  -2.53888  -0.19
C  4.64103  -1.95249  -1.84519  -0.09
N  0.71206  -3.21192  -2.04373  0.03
H  2.16186  -4.48168  0.72308  0.07
H  1.32269  -5.51609  -0.45575  0.09
H  0.45401  -4.25980  0.34783  0.08
H  2.05203  -2.48356  -0.65194  0.12
H  3.04173  -4.58408  -2.58528  0.13
H  3.81963  -4.25704  -1.01530  0.12
H  4.12306  -1.23237  -1.21137  0.07
H  5.28864  -1.47241  -2.57704  0.09
H  5.32109  -2.57691  -1.25317  0.09
H  0.49715  -4.12052  -2.45771  0.10
H  1.07256  -2.74407  -2.87742  0.09
C  -2.45330  0.94796  2.27262  -0.05
C  -1.76257  2.29448  2.43042  -0.46
C  -2.45555  3.46432  1.71605  -0.20
O  -1.62044  4.60533  1.86030  -0.19
C  -2.19462  5.78913  1.39105  -0.13
N  -1.45581  2.55277  3.82116  0.05
H  -2.02438  0.18047  2.90940  0.08
H  -2.38053  0.60961  1.23486  0.04
H  -3.53463  1.06263  2.39603  0.09
H  -0.82862  2.20349  1.86199  0.10
H  -3.42537  3.59754  2.21679  0.13
H  -2.66821  3.30284  0.65386  0.12
H  -2.88946  6.26132  2.09447  0.09
H  -2.69240  5.71899  0.41772  0.08
H  -1.41651  6.54295  1.24501  0.09
H  -0.88006  3.38692  3.85330  0.07
H  -2.30987  2.72952  4.33947  0.08

Properties
Calculated total energy (hartree): -1441.55945
LUMO level (Eh): 0.0094
Kohn-Sham gap (eV): 7.43
Total charge: 0
Maximum force (eV Å⁻¹): 1.67

---

Density functional theory data (ωB97M-V with the def2-TZVPD basis set) for 14 unconnected molecules or ions with the total composition C19H66N2O14 in a non-equilibrium geometry.

Each line ends with the Löwdin charge.
CARTESIAN COORDINATES (ANGSTROEM)
C  -1.69161  -4.72583  -11.61916  -0.04
C  -0.87848  -3.32811  -11.76304  -0.30
O  0.29935  -3.55919  -12.42830  -0.08
H  -1.02258  -5.48025  -11.20022  0.07
H  -2.01904  -5.19414  -12.47236  0.02
H  -2.48531  -4.64642  -10.87446  0.05
H  -0.57297  -3.19331  -10.77668  0.06
H  -1.33732  -2.34682  -12.07588  0.11
H  0.60464  -4.47835  -12.43453  0.09
C  -2.55246  0.53879  -13.87183  -0.06
C  -3.36346  0.07155  -15.12849  -0.30
O  -4.19292  1.14082  -15.55750  -0.07
H  -3.14584  0.95037  -13.00661  0.07
H  -1.71418  1.17720  -14.16232  0.07
H  -2.24182  -0.40525  -13.44753  0.03
H  -3.99762  -0.85351  -14.89724  0.10
H  -2.68720  -0.34198  -15.88779  0.10
H  -4.32548  1.06371  -16.49378  0.06
C  -7.60974  0.77586  -7.99996  -0.08
C  -7.04453  1.58295  -6.82691  -0.31
O  -5.74512  1.17720  -6.49036  -0.09
H  -7.58155  -0.33783  -7.82813  0.10
H  -7.06426  1.18157  -8.83775  0.05
H  -8.56538  1.21523  -8.16520  0.07
H  -7.73830  1.23458  -5.99387  0.13
H  -7.16741  2.63228  -6.90481  0.11
H  -5.77926  0.18391  -6.49169  0.12
C  -2.55758  2.23026  -8.55708  -0.07
C  -3.55905  1.48326  -9.54031  -0.26
O  -4.35205  0.48780  -8.80854  -0.13
H  -1.96271  2.91817  -9.29150  0.11
H  -1.89046  1.45382  -8.12788  0.06
H  -3.09750  2.79362  -7.74601  0.08
H  -2.95260  1.03584  -10.37556  0.12
H  -4.10624  2.23660  -9.96767  0.06
H  -4.82606  1.01837  -8.14105  0.05
C  -6.16352  -5.13846  -15.66782  -0.10
C  -6.29119  -3.76438  -16.25818  -0.30
O  -5.17207  -3.57402  -17.19831  -0.09
H  -6.19876  -5.86457  -16.53739  0.09
H  -6.91087  -5.42590  -14.84768  0.09
H  -5.06707  -5.22311  -15.28061  0.10
H  -6.29523  -2.98371  -15.44255  0.12
H  -7.21119  -3.85947  -16.71889  0.08
H  -5.31214  -4.09559  -17.97992  0.07
C  -5.15916  -1.34520  -11.98669  -0.64
O  -5.88716  -1.56119  -13.04087  -0.04
N  -3.96553  -1.79477  -11.85220  0.23
N  -5.63971  -0.82306  -10.88776  0.15
H  -3.63727  -2.50132  -12.47888  0.08
H  -3.42647  -1.61719  -11.00823  0.08
H  -6.62967  -0.66993  -10.99044  0.08
H  -5.14441  -0.45365  -10.05856  0.09
C  -6.83867  2.40283  -11.93222  -0.16
O  -5.57870  1.87187  -12.13326  -0.13
H  -6.89448  2.19048  -10.84162  0.07
H  -7.71280  1.88028  -12.39634  0.07
H  -6.76848  3.49314  -12.15130  0.10
H  -5.54326  0.96914  -11.82523  0.02
C  -9.46306  -0.96438  -10.42646  -0.14
O  -8.48955  -0.46722  -11.33865  -0.15
H  -9.93783  -0.07673  -10.02930  0.07
H  -9.00947  -1.43757  -9.56917  0.07
H  -10.30710  -1.55590  -10.82288  0.08
H  -8.84185  0.03314  -12.12887  0.12
C  -7.46774  -0.08448  -15.99291  -0.14
O  -7.27062  0.04416  -14.55649  -0.16
H  -6.64251  0.38191  -16.53386  0.06
H  -8.41327  0.35330  -16.35258  0.08
H  -7.46711  -1.10687  -16.42102  0.06
H  -6.35768  -0.23520  -14.27818  0.05
C  -2.66949  -2.67093  -8.51463  -0.12
O  -2.44871  -1.73210  -9.51036  -0.15
H  -2.67789  -2.15399  -7.51621  0.11
H  -1.83740  -3.36971  -8.60827  0.08
H  -3.62815  -3.12617  -8.68038  0.06
H  -2.28041  -0.86542  -9.14360  0.07
C  -6.42622  -3.95958  -9.18775  -0.15
O  -6.34781  -2.57713  -8.90190  -0.16
H  -6.93873  -4.16195  -10.09046  0.06
H  -7.10468  -4.38326  -8.50444  0.07
H  -5.44711  -4.38448  -9.08627  0.06
H  -6.06216  -2.10863  -9.75428  0.05
C  -4.95917  -5.34863  -12.07177  -0.19
O  -6.26650  -5.56951  -12.47031  -0.15
H  -4.83590  -4.91815  -11.07467  0.04
H  -4.58965  -4.65609  -12.82482  0.06
H  -4.47359  -6.31476  -12.07845  0.09
H  -6.73290  -4.71615  -12.67337  0.03
C  -9.21351  -3.90420  -12.37786  -0.15
O  -7.93877  -3.51240  -12.75714  -0.13
H  -9.98066  -3.48177  -13.05055  0.09
H  -9.48137  -3.64900  -11.32313  0.08
H  -9.27359  -4.99324  -12.42484  0.09
H  -7.99413  -2.60152  -13.00356  0.06
C  -2.24152  -3.39276  -15.10679  -0.13
O  -3.52483  -3.43332  -14.51428  -0.15
H  -1.58112  -4.20172  -14.79076  0.08
H  -1.75017  -2.42551  -14.92298  0.07
H  -2.31219  -3.40143  -16.19363  0.08
H  -4.19212  -3.21409  -15.15413  0.02

Properties
Calculated total energy (hartree): -1926.10523
LUMO level (Eh): 0.0190
Relative energy (zero: lowest compared OMol25 entry of this formula, charge and spin) (eV): 0.8667
Kohn-Sham gap (eV): 9.59
Total charge: 0
Maximum force (eV Å⁻¹): 5.25